No. 1
Entry from OMol25: C17H16N2O6 in the gas phase in a non-equilibrium geometry (ωB97M-V with the def2-TZVPD basis set).

Geometry as XYZ:
```
41
Properties=species:S:1:pos:R:3:forces:R:3:nbo_charge:R:1
O 0.009811 4.145323 0.874911 0.167 0.061 0.120 -0.61
C -1.117238 3.944877 0.505878 0.142 -0.144 0.111 0.81
O -1.970244 4.929010 0.217607 -0.557 0.335 -0.216 -0.68
C -1.749131 2.589133 0.310661 0.235 -0.068 0.136 -0.54
C -0.802318 1.476203 0.770227 -0.132 0.181 -0.262 -0.05
N 0.417209 1.484679 -0.024207 0.112 0.198 0.285 -0.62
C 0.422238 1.189060 -1.337285 0.605 0.007 0.141 0.65
O -0.563412 0.885776 -1.976185 -0.271 -0.018 -0.295 -0.63
C 1.823057 1.250146 -1.954865 -0.177 -0.024 -0.315 -0.16
O 2.840309 0.918046 -1.040074 0.198 0.012 0.159 -0.50
C 2.881194 -0.363376 -0.556145 0.123 -0.207 0.130 0.29
C 3.900544 -0.627883 0.358117 -0.088 0.180 -0.118 -0.26
C 4.028247 -1.884697 0.912556 0.001 0.064 0.001 -0.19
C 3.145447 -2.895281 0.563617 -0.076 -0.171 0.011 -0.25
C 2.136366 -2.633205 -0.343806 0.106 -0.077 0.064 -0.20
C 1.993467 -1.373844 -0.904202 -0.002 0.290 -0.204 -0.27
C -1.391671 0.082224 0.699776 -0.077 -0.269 0.183 -0.04
C -0.617461 -0.970282 1.186109 -0.176 0.068 0.008 -0.16
C -1.057145 -2.280748 1.112226 -0.007 0.118 0.015 -0.21
C -2.286084 -2.567971 0.548786 -0.290 0.031 -0.164 -0.17
C -3.058072 -1.518305 0.070633 1.109 0.232 0.524 -0.01
N -4.349583 -1.798023 -0.509903 -0.419 -0.111 -0.143 0.53
O -4.650800 -2.960312 -0.675750 -0.133 -0.289 -0.082 -0.38
O -5.059446 -0.855129 -0.785001 -0.234 0.219 -0.128 -0.38
C -2.623898 -0.200513 0.136563 -0.137 -0.150 0.013 -0.12
H -1.551818 5.796632 0.335986 0.181 -0.264 0.061 0.50
H -2.690117 2.563766 0.860779 -0.048 0.014 -0.040 0.25
H -1.967842 2.468382 -0.752887 -0.095 0.010 0.055 0.27
H -0.498689 1.678038 1.803756 -0.029 -0.038 -0.173 0.23
H 1.251560 1.877746 0.383286 -0.051 -0.046 -0.063 0.43
H 1.848702 0.614792 -2.848048 -0.088 0.051 0.148 0.21
H 2.028595 2.282124 -2.256351 -0.051 -0.143 -0.004 0.22
H 4.581023 0.169230 0.613443 0.085 0.097 0.034 0.23
H 4.821675 -2.077777 1.618903 0.072 -0.005 0.056 0.22
H 3.247677 -3.879113 0.995429 0.009 -0.091 0.031 0.22
H 1.443941 -3.411958 -0.626893 -0.067 -0.064 -0.022 0.22
H 1.188063 -1.199082 -1.599440 -0.098 0.034 -0.100 0.23
H 0.349568 -0.759533 1.618867 0.135 0.029 0.028 0.22
H -0.436357 -3.075970 1.493926 0.044 -0.089 0.036 0.22
H -2.657404 -3.578240 0.473327 -0.010 -0.021 0.002 0.25
H -3.259968 0.566042 -0.274342 -0.007 0.060 -0.023 0.24
```
Positions in Å, forces in eV/Å.

Calculated values
highest occupied orbital energy = -8.9 eV
largest force on an atom = 1.25 eV/A
SMILES string = O=C(O)C[C@H](NC(=O)COc1ccccc1)c1cccc([N+](=O)[O-])c1
relative energy (zero: lowest compared OMol25 entry of this formula, charge and spin) = 0.00 kJ/mol
energy = -1218.32080 a.u.

---

No. 2
Entry from OMol25: a molecular structure, C21H18F6O18S3V in a non-equilibrium geometry (ωB97M-V with the def2-TZVPD basis set).

Geometry as XYZ:
```
67
Properties=species:S:1:pos:R:3:forces:R:3:nbo_charge:R:1
O 0.890223 2.012251 -0.755663 -1.147 -1.984 0.369 -0.50
V 0.281004 0.573454 -0.471083 -1.798 1.797 0.912 1.68
C -5.215798 1.086432 1.138108 -2.291 -0.872 -1.361 -0.54
C -6.076841 0.620418 0.108751 1.132 -0.976 -1.151 0.41
C -5.341674 0.251207 -1.318737 2.019 1.845 -0.005 0.47
O -5.988563 -0.030551 -2.322555 -0.416 -0.400 0.385 -0.67
C -3.852832 0.509789 -1.408290 -4.209 -0.920 0.692 -0.47
C -3.190061 0.935448 -0.305895 0.822 -0.374 -0.705 0.39
C -3.848920 1.254516 1.011593 1.266 1.370 4.459 0.41
O -3.261648 1.676402 2.110990 -0.282 -0.771 -4.164 -0.66
O -1.952203 1.104784 -0.518490 4.648 0.556 0.872 -0.76
O -7.293379 0.371121 0.115361 -0.184 0.353 0.525 -0.72
H -5.606524 1.171995 2.141314 -0.168 0.222 0.057 0.19
H -3.322717 0.325590 -2.331045 -0.017 -0.057 -0.018 0.19
C 0.330394 -3.735832 0.914928 0.241 -3.373 1.157 -0.53
C -0.261895 -2.524860 1.045901 -1.145 -0.031 0.438 0.45
C -1.346245 -2.382822 2.182704 -1.967 6.656 -0.608 0.35
O -1.974718 -1.253348 2.413505 2.448 -2.209 -2.143 -0.64
C -1.703149 -3.360878 3.013675 1.968 -5.747 0.163 -0.48
C -0.988409 -4.646250 2.927352 -3.144 1.068 2.774 0.38
C -0.032217 -4.916256 1.740892 0.348 1.363 1.146 0.46
O 0.434918 -6.054624 1.712959 0.420 0.087 -1.133 -0.66
O -1.215176 -5.517046 3.845690 1.027 0.538 -1.926 -0.74
O 0.003726 -1.626708 0.193563 0.325 2.696 -0.631 -0.78
H 1.101686 -3.919644 0.181640 0.051 0.107 -0.396 0.17
H -2.518872 -3.207212 3.704600 0.265 -0.056 0.167 0.21
C -0.586983 -0.445665 -5.172554 0.963 0.981 2.179 0.75
F -0.200199 -0.054757 -6.383491 -0.609 0.628 -0.668 -0.34
F -1.830912 -0.006511 -4.837215 1.398 -0.719 -1.000 -0.31
F -0.528598 -1.773881 -5.206927 -0.530 -0.112 0.425 -0.32
S 0.721618 0.319980 -3.925460 -0.252 1.026 1.714 2.33
O 1.950471 -0.415751 -4.135497 -0.260 -0.389 -0.649 -1.00
O 0.778044 1.742073 -4.135342 0.107 0.146 -1.874 -0.97
O 0.141379 0.152093 -2.595975 -0.576 -1.782 0.618 -0.98
C 1.811111 -0.151652 3.883392 -3.059 1.170 -0.979 0.73
F 1.215560 -1.350221 3.679040 1.489 0.813 0.147 -0.30
F 1.802667 0.098768 5.205250 1.013 -0.530 -0.183 -0.33
F 3.034400 -0.056905 3.345307 0.019 -0.833 0.656 -0.33
S 0.704630 1.219420 3.145604 -4.863 1.541 0.981 2.30
O 0.556554 0.925315 1.705328 1.229 -0.432 -0.145 -1.00
O -0.633446 1.165821 3.808834 3.526 -0.684 -0.761 -0.91
O 1.382222 2.476573 3.476650 0.874 -1.172 -0.584 -1.00
C -2.456977 5.402345 -0.148804 0.392 -0.249 0.594 -0.73
C -1.589049 5.365380 1.129276 -0.658 2.411 1.780 0.62
O -1.723334 6.229107 2.042530 -0.035 -1.520 -2.551 -0.64
C -0.651559 4.241454 1.337837 0.287 0.840 0.252 -0.75
H -2.088546 4.669323 -0.866462 -0.115 -0.012 0.009 0.24
H -2.522549 6.385522 -0.614811 0.293 0.161 0.196 0.20
H -3.477625 5.139339 0.129064 0.003 -0.230 0.091 0.25
H -0.041913 4.502425 2.202885 -0.144 -0.336 0.112 0.24
H 0.027202 4.090708 0.498398 -0.409 -0.493 -0.199 0.23
H -1.313166 3.406480 1.568470 0.240 -0.802 -0.165 0.32
C 4.769149 -2.036414 -2.524492 -1.325 1.933 -0.780 -0.42
C 4.995866 -2.682112 -1.203380 1.741 0.437 1.988 -0.41
C 4.076558 -2.023138 -0.162080 -1.102 -0.262 -0.545 -0.65
S 3.987951 -0.242411 -0.595954 0.107 -0.556 -0.246 2.12
O 4.933008 0.548905 0.227237 -1.534 -1.224 -1.518 -0.92
O 2.575072 0.072530 -0.685319 0.825 0.119 0.281 -0.91
C 4.664382 -0.487206 -2.332044 1.074 0.422 1.267 -0.62
H 3.773392 -2.328544 -2.857967 0.003 -0.186 -0.412 0.24
H 5.499658 -2.232312 -3.309401 0.026 -0.290 0.153 0.21
H 5.977294 -2.437908 -0.796871 0.662 0.038 -0.447 0.19
H 5.017634 -3.770955 -1.248499 -0.706 0.010 0.144 0.22
H 4.245947 -2.095701 0.912226 0.632 -0.123 -0.194 0.26
H 3.081022 -2.441917 -0.309185 -0.418 0.509 0.029 0.28
H 5.628556 0.007770 -2.215943 0.586 -0.494 0.215 0.21
H 4.243403 0.155252 -3.105422 -1.106 -0.641 0.196 0.28
```
Positions in Å, forces in eV/Å.

Calculated values
highest occupied orbital energy (alpha / beta) = 3.2 / 3.2 eV
largest force on an atom = 6.97 eV/A
net charge = -4
energy = -4902.90711 a.u.
spin multiplicity = 2

---

No. 3
Entry from OMol25: 10 unconnected molecules or ions with the total composition C33H81N9O14 in a non-equilibrium geometry (ωB97M-V with the def2-TZVPD basis set).

Geometry as XYZ:
```
137
Properties=species:S:1:pos:R:3:forces:R:3:lowdin_charge:R:1
C 0.193417 2.790526 0.175933 0.326 -0.312 -0.848 0.03
C -1.165162 2.823728 -0.424174 0.106 0.807 1.012 -0.39
O -1.762368 3.771128 -0.827543 0.116 -0.373 -0.258 0.16
N -1.950394 1.523176 -0.407297 0.425 0.222 0.327 0.10
H -1.496357 0.768902 0.170342 -0.274 0.057 0.111 0.11
H -2.844460 1.756324 0.035691 0.387 -0.007 -0.007 0.16
C -2.207684 1.046328 -1.786270 -0.341 -0.306 -0.056 0.01
H 0.535117 3.807138 0.324469 -0.132 0.130 0.238 0.10
H 0.851014 2.343726 -0.591941 -0.211 -0.014 0.109 0.08
H 0.281418 2.148788 1.045888 -0.212 -0.015 0.167 0.08
H -2.117407 1.866595 -2.482518 0.014 0.165 -0.098 0.10
H -3.218962 0.651800 -1.802397 0.046 -0.213 -0.188 0.10
H -1.477288 0.285284 -2.007619 0.164 -0.211 -0.177 0.08
C -0.566603 -2.621208 -0.005364 0.510 -0.173 0.339 0.00
C -0.635531 -1.219474 0.567520 0.287 1.723 0.288 -0.64
O 0.375492 -0.433371 0.480408 -1.774 -1.375 -0.171 -0.07
O -1.771548 -0.836539 1.054039 1.157 -0.263 -0.651 -0.13
H 0.442581 -3.036181 0.036154 0.044 0.239 -0.057 0.08
H -0.879328 -2.605032 -1.048358 -0.088 0.055 -0.070 0.07
H -1.215867 -3.296835 0.537685 -0.198 0.029 0.005 0.04
O -5.724575 -1.447510 2.778940 0.094 1.041 -0.434 0.01
C -5.735863 -0.383089 2.161778 0.791 -0.461 -0.152 -0.53
N -4.701756 -0.007731 1.321062 -0.447 -0.188 0.507 0.17
C -6.887476 0.588475 2.243368 0.062 0.324 0.048 0.00
H -3.791072 -0.466437 1.313264 -0.216 -0.205 0.140 0.06
H -4.730680 0.905574 0.908222 -0.222 0.127 0.095 0.08
H -6.550483 1.592477 2.518569 0.141 -0.113 -0.027 0.08
H -7.591779 0.262789 3.001388 -0.046 -0.164 -0.096 0.09
H -7.381482 0.685444 1.275524 -0.054 -0.148 0.016 0.09
O -2.944714 -3.781397 5.389919 0.151 -0.003 -0.641 0.02
C -2.321615 -3.446941 4.391726 0.040 0.838 0.566 -0.58
N -2.687849 -2.365886 3.627520 0.351 -1.032 0.604 0.17
C -1.014210 -4.112865 4.014743 -0.267 -0.389 -0.752 -0.01
H -3.479333 -1.847580 3.968034 -0.104 0.130 -0.275 0.09
H -2.094734 -2.022864 2.889060 -0.232 0.221 -0.107 0.06
H -0.189237 -3.687761 4.580427 -0.038 0.024 0.146 0.08
H -0.784801 -4.020913 2.947166 -0.021 0.200 0.116 0.06
H -1.097155 -5.179492 4.212785 0.068 0.047 0.258 0.08
O -5.591231 -4.821156 -0.742312 -0.055 -0.051 0.533 0.02
C -5.247621 -4.145214 0.217560 -0.606 0.125 -0.088 -0.58
N -6.051556 -3.911219 1.312899 0.326 0.212 -0.254 0.16
C -3.899734 -3.483031 0.240485 0.178 0.338 0.446 -0.02
H -6.966562 -4.328559 1.304465 -0.011 -0.086 -0.193 0.10
H -5.944334 -3.090287 1.922839 0.339 -0.680 -0.406 0.06
H -3.918132 -2.603652 0.879528 0.105 0.098 -0.082 0.04
H -3.581685 -3.231677 -0.766529 -0.146 0.073 -0.106 0.08
H -3.124432 -4.124053 0.657141 -0.242 -0.323 0.078 0.08
O 0.920856 1.789237 -2.625831 0.690 -2.552 -0.816 -0.05
C 1.324647 0.674025 -3.096945 -1.051 1.735 1.702 -0.51
N 1.453504 -0.452550 -2.324779 -0.119 0.916 -1.595 0.20
C 1.622894 0.542462 -4.564112 0.290 -0.778 0.016 -0.01
H 1.185410 -0.456395 -1.346614 0.129 0.130 0.232 0.06
H 1.884538 -1.261330 -2.789095 0.019 0.283 0.373 0.05
H 2.667967 0.771835 -4.777326 0.031 0.024 0.153 0.09
H 1.004589 1.198905 -5.159143 -0.183 0.215 0.119 0.08
H 1.429852 -0.488021 -4.873578 0.116 0.153 -0.120 0.05
O -1.058491 -0.821333 -5.593220 1.764 0.198 -0.702 0.06
C -2.078448 -0.771706 -4.978588 -2.168 0.131 -0.056 -0.60
N -3.059700 0.160132 -5.275368 1.090 -0.429 0.367 0.16
C -2.434254 -1.807799 -3.957195 -0.612 -0.084 0.395 -0.01
H -3.976201 0.089967 -4.887722 -0.245 0.110 -0.011 0.09
H -2.842256 0.789953 -6.029150 -0.274 0.051 -0.015 0.11
H -2.564950 -2.758102 -4.474851 0.224 -0.036 0.025 0.10
H -3.378402 -1.611047 -3.444191 0.086 0.089 0.046 0.07
H -1.640465 -1.892132 -3.221715 0.151 -0.112 -0.006 0.06
C 6.487777 -5.149188 -2.295723 0.467 -0.301 0.407 -0.11
O 5.516960 -4.222829 -2.698021 -0.001 -0.492 -0.780 -0.17
C 4.800695 -3.741298 -1.615432 0.229 0.275 1.219 -0.26
C 3.977764 -2.552968 -2.015358 -0.632 1.111 -0.118 -0.20
N 3.232207 -2.648510 -3.274827 -0.212 -0.007 0.661 -0.06
C 2.211296 -3.703557 -3.236713 1.273 -0.486 -0.069 -0.20
C 1.510058 -3.797981 -4.560665 -0.064 0.261 -0.123 -0.21
O 2.498442 -3.889802 -5.582009 0.048 -0.012 1.231 -0.18
C 1.992732 -3.638144 -6.840136 -1.181 0.210 -0.851 -0.13
H 6.167012 -5.776951 -1.448332 -0.263 0.104 -0.228 0.09
H 7.399494 -4.641129 -1.943084 -0.073 -0.027 -0.244 0.09
H 6.708303 -5.810944 -3.129115 0.141 0.105 -0.095 0.09
H 5.515768 -3.410154 -0.850209 -0.215 0.099 0.163 0.11
H 4.193988 -4.523626 -1.135110 -0.058 -0.150 -0.253 0.13
H 4.595127 -1.648668 -2.057803 0.169 -0.221 -0.220 0.13
H 3.259339 -2.306070 -1.220953 0.070 -0.287 0.045 0.10
H 3.902185 -2.800468 -4.019542 -0.306 -0.215 -0.170 0.11
H 1.501870 -3.487122 -2.433473 -0.073 0.030 -0.042 0.11
H 2.675739 -4.679758 -3.019339 -0.148 0.064 0.071 0.12
H 0.902074 -2.883082 -4.683595 0.027 -0.269 -0.311 0.11
H 0.864649 -4.692095 -4.558831 -0.031 0.263 -0.187 0.13
H 1.225908 -4.382385 -7.117172 0.294 -0.063 -0.120 0.09
H 2.807356 -3.641800 -7.553788 0.112 -0.124 -0.098 0.09
H 1.466476 -2.669990 -6.907414 0.273 -0.005 0.153 0.09
C -1.610530 7.042138 -0.631452 0.885 0.161 -0.690 -0.12
O -2.619305 6.555561 0.190134 -0.196 -0.602 0.041 -0.21
C -3.243619 7.551190 0.953314 0.393 1.069 -0.336 -0.25
C -4.090683 6.880831 1.989990 -0.131 -0.239 -0.258 -0.21
N -3.264527 5.916746 2.677490 0.058 0.894 -0.040 -0.06
C -3.928587 5.142353 3.665936 -1.253 -0.858 -0.469 -0.24
C -2.924174 4.394647 4.473754 -0.179 -0.133 0.526 -0.24
O -2.044385 3.690940 3.622345 -0.519 0.272 -0.409 -0.18
C -1.162048 2.980123 4.411470 1.194 -0.775 0.449 -0.14
H -1.531233 6.446899 -1.542891 -0.310 -0.090 0.069 0.08
H -0.615723 6.965696 -0.166415 -0.211 0.238 0.217 0.09
H -1.797359 8.081776 -0.926074 0.064 -0.039 0.038 0.09
H -3.798623 8.200505 0.259208 -0.339 -0.060 0.280 0.13
H -2.506397 8.216519 1.431409 0.104 -0.316 0.072 0.13
H -4.962087 6.441873 1.466067 -0.002 -0.070 0.304 0.12
H -4.435732 7.620935 2.712192 -0.202 0.051 -0.050 0.12
H -2.768047 5.347369 2.008931 0.046 -0.101 0.047 0.10
H -4.676728 4.437885 3.221239 0.402 -0.049 0.018 0.12
H -4.580647 5.738224 4.311135 0.441 0.359 0.131 0.13
H -3.424109 3.678810 5.146727 0.060 0.149 -0.011 0.13
H -2.356319 5.110125 5.081143 0.093 -0.065 0.021 0.13
H -0.417833 2.450276 3.818191 -0.120 0.119 -0.407 0.08
H -1.671355 2.206475 4.992416 -0.106 0.077 0.257 0.09
H -0.592934 3.643844 5.076963 -0.183 -0.051 0.125 0.10
C 7.126722 3.681520 2.292134 0.557 0.170 -0.116 -0.12
O 6.157210 2.796080 1.814921 -0.019 0.172 -0.307 -0.20
C 4.961658 2.900954 2.551050 -0.112 -0.792 0.149 -0.24
C 3.979944 1.934111 1.936789 0.283 -0.244 -0.218 -0.21
N 4.515497 0.572326 2.056182 -0.200 0.824 -0.090 -0.04
C 3.704502 -0.399446 1.361674 -0.114 -0.770 -0.285 -0.23
C 4.163889 -1.789653 1.701156 -0.093 -0.734 0.040 -0.24
O 5.464796 -2.015083 1.192247 0.250 0.135 -0.016 -0.22
C 6.215976 -2.911542 1.983344 -0.279 0.174 -0.013 -0.11
H 7.368456 3.480600 3.343120 -0.074 0.120 0.012 0.09
H 6.816975 4.726863 2.164708 -0.074 -0.040 0.175 0.09
H 8.033074 3.541990 1.702800 -0.035 -0.083 0.003 0.09
H 4.566898 3.921850 2.532065 0.078 0.058 0.144 0.12
H 5.168761 2.540005 3.568575 -0.154 0.450 0.160 0.13
H 3.843574 2.231778 0.880334 -0.238 -0.085 0.167 0.13
H 3.029843 1.992407 2.473056 -0.064 0.021 -0.123 0.12
H 5.456931 0.610822 1.674415 -0.114 -0.322 0.005 0.11
H 3.703337 -0.324339 0.256995 -0.005 0.346 0.183 0.12
H 2.662373 -0.355985 1.689298 0.007 0.342 -0.052 0.11
H 3.525615 -2.569866 1.252275 -0.275 0.295 0.088 0.12
H 4.125059 -1.937429 2.789425 0.187 0.134 -0.069 0.12
H 6.616044 -2.358180 2.837856 0.198 -0.272 0.082 0.09
H 7.004523 -3.323995 1.359809 0.205 0.087 0.060 0.08
H 5.601078 -3.745397 2.344440 0.015 0.041 -0.009 0.09
```
Positions in Å, forces in eV/Å.

Calculated values
highest occupied orbital energy = -8.8 eV
largest force on an atom = 2.77 eV/A
relative energy (zero: lowest compared OMol25 entry of this formula, charge and spin) = 0.00 kJ/mol
energy = -2852.13308 a.u.